[1]
292
Properties=species:S:1:pos:R:3 method="wB97M-V/def2-TZVPD" e_lumo_ev=-0.055 homo_ev=-8.26 orbital_gap_ev=8.20
C 5.098 -0.362 0.411
O 3.792 -0.184 -0.180
H 5.162 0.029 1.417
H 5.539 -1.345 0.327
H 5.664 0.261 -0.261
H 3.026 -0.547 0.320
C -0.627 -1.676 5.249
O -0.422 -2.014 3.872
H 0.289 -1.229 5.681
H -1.354 -0.903 5.209
H -1.005 -2.524 5.872
H 0.208 -2.732 3.854
C 3.925 -3.551 -1.637
O 4.457 -4.230 -0.506
H 4.708 -3.430 -2.408
H 3.114 -4.109 -2.113
H 3.747 -2.517 -1.353
H 4.724 -5.147 -0.653
C -4.987 2.056 6.565
C -5.628 2.744 5.344
C -4.730 3.814 4.729
C -3.428 3.239 4.215
C -3.817 2.300 2.995
C -4.697 1.215 3.518
N -5.887 1.841 4.240
O -6.736 0.804 4.671
C -5.234 0.433 2.352
C -3.790 0.202 4.336
C -6.909 3.489 5.812
H -4.413 2.823 7.044
H -4.227 1.310 6.388
H -5.749 1.598 7.213
H -5.343 4.223 3.916
H -4.525 4.544 5.506
H -2.940 2.684 5.045
H -2.681 3.946 3.874
H -2.888 1.919 2.572
H -4.330 2.977 2.304
H -5.719 -0.527 2.485
H -5.899 1.117 1.792
H -4.381 0.239 1.700
H -3.166 -0.406 3.689
H -3.127 0.624 5.048
H -4.528 -0.485 4.744
H -7.684 2.746 6.033
H -7.437 4.083 5.058
H -6.735 4.114 6.710
H -6.148 0.290 5.255
C 6.672 5.714 -6.105
C 6.640 5.909 -4.597
C 5.485 6.916 -4.414
C 5.103 7.176 -2.942
C 4.816 5.762 -2.329
C 5.957 4.747 -2.539
N 6.258 4.659 -3.971
O 7.225 3.614 -4.200
C 7.144 5.059 -1.628
C 5.297 3.461 -2.172
C 7.986 6.568 -4.178
H 5.743 5.246 -6.446
H 7.512 5.089 -6.395
H 6.733 6.634 -6.669
H 5.643 7.855 -4.945
H 4.617 6.406 -4.841
H 4.145 7.700 -2.965
H 5.774 7.837 -2.387
H 3.886 5.359 -2.756
H 4.617 5.903 -1.254
H 7.955 4.381 -1.975
H 7.465 6.102 -1.561
H 6.891 4.880 -0.598
H 4.343 3.380 -2.729
H 5.887 2.568 -2.399
H 5.024 3.429 -1.116
H 8.452 7.001 -5.058
H 8.795 5.915 -3.802
H 7.781 7.334 -3.448
H 6.604 2.868 -4.133
C -3.936 -5.832 2.349
C -4.202 -4.510 1.642
C -2.842 -4.005 1.250
C -2.819 -2.876 0.194
C -3.587 -3.310 -1.017
C -5.032 -3.760 -0.671
N -4.953 -4.783 0.373
O -6.200 -5.385 0.638
C -5.907 -2.611 -0.317
C -5.560 -4.419 -1.968
C -4.821 -3.548 2.686
H -4.852 -6.339 2.645
H -3.359 -5.642 3.268
H -3.424 -6.502 1.665
H -2.340 -3.606 2.135
H -2.209 -4.756 0.832
H -1.774 -2.831 -0.066
H -3.213 -1.981 0.674
H -3.130 -4.264 -1.313
H -3.610 -2.543 -1.799
H -5.386 -1.926 0.331
H -6.164 -2.056 -1.226
H -6.778 -2.895 0.257
H -6.621 -4.702 -1.971
H -5.451 -3.805 -2.863
H -4.966 -5.321 -2.124
H -4.270 -3.698 3.620
H -5.829 -3.840 2.910
H -4.700 -2.491 2.431
H -6.736 -4.670 1.077
C -0.162 -6.284 3.839
C 0.093 -7.306 4.888
C -0.987 -7.403 6.009
C -2.282 -8.078 5.601
C -1.966 -9.445 5.063
C -0.959 -9.426 3.909
N 0.269 -8.724 4.368
O 1.314 -8.776 3.425
C -0.623 -10.911 3.707
C -1.627 -8.882 2.661
C 1.295 -6.884 5.694
H -0.021 -6.607 2.825
H 0.350 -5.384 4.114
H -1.180 -5.885 3.798
H -0.517 -7.895 6.856
H -1.214 -6.414 6.395
H -2.868 -7.489 4.895
H -2.947 -8.006 6.456
H -2.875 -9.945 4.733
H -1.549 -10.004 5.905
H -1.505 -11.479 3.377
H 0.141 -11.021 2.932
H -0.241 -11.338 4.633
H -2.403 -9.559 2.332
H -2.233 -8.022 2.946
H -0.904 -8.692 1.861
H 1.148 -5.894 6.160
H 2.199 -6.784 5.045
H 1.376 -7.537 6.553
H 2.050 -8.849 4.047
C 2.179 0.348 -3.469
C 1.807 0.034 -4.894
C 2.804 -0.939 -5.577
C 2.695 -2.426 -5.183
C 1.200 -2.827 -5.327
C 0.246 -1.904 -4.601
N 0.494 -0.552 -5.070
O -0.504 0.293 -4.536
C -1.123 -2.305 -5.095
C 0.256 -2.212 -3.049
C 1.972 1.260 -5.730
H 1.267 0.728 -3.007
H 3.023 1.054 -3.428
H 2.493 -0.484 -2.851
H 2.592 -0.890 -6.652
H 3.825 -0.567 -5.368
H 3.041 -2.485 -4.130
H 3.337 -3.095 -5.778
H 1.117 -3.828 -4.933
H 0.884 -2.817 -6.371
H -1.111 -2.040 -6.175
H -1.383 -3.352 -4.988
H -2.000 -1.837 -4.640
H 1.176 -2.708 -2.709
H 0.176 -1.285 -2.451
H -0.568 -2.878 -2.791
H 1.844 1.021 -6.782
H 2.963 1.654 -5.646
H 1.285 2.045 -5.428
H -1.202 0.071 -5.159
C -2.066 3.204 -5.565
C -3.462 2.848 -6.186
C -3.868 3.889 -7.207
C -3.077 3.890 -8.534
C -3.236 2.418 -9.053
C -2.839 1.334 -8.103
N -3.540 1.506 -6.827
O -3.276 0.469 -5.874
C -3.343 0.080 -8.777
C -1.276 1.233 -7.974
C -4.574 2.852 -5.110
H -2.240 3.781 -4.645
H -1.549 3.868 -6.263
H -1.428 2.381 -5.248
H -4.873 3.553 -7.478
H -4.018 4.855 -6.701
H -2.009 4.088 -8.351
H -3.430 4.570 -9.294
H -2.687 2.302 -10.000
H -4.280 2.283 -9.341
H -3.011 0.022 -9.802
H -2.991 -0.770 -8.216
H -4.434 0.125 -8.764
H -0.909 0.442 -7.326
H -0.938 0.825 -8.911
H -0.788 2.180 -7.717
H -5.608 2.836 -5.456
H -4.383 3.655 -4.378
H -4.488 1.898 -4.573
H -4.141 0.037 -5.737
C 1.456 4.151 -1.130
C 0.025 4.695 -1.221
C -0.911 3.536 -1.398
C -2.332 3.915 -1.334
C -2.662 4.517 0.093
C -1.707 5.694 0.433
N -0.278 5.251 0.143
O 0.575 6.272 0.539
C -2.132 7.012 -0.322
C -1.850 5.934 1.973
C -0.107 5.649 -2.403
H 1.638 4.007 -0.079
H 2.165 4.936 -1.419
H 1.676 3.246 -1.706
H -0.702 3.101 -2.362
H -0.732 2.846 -0.583
H -3.021 3.059 -1.359
H -2.625 4.639 -2.093
H -2.462 3.744 0.834
H -3.695 4.806 0.006
H -1.328 7.738 -0.385
H -2.515 6.819 -1.326
H -2.882 7.479 0.290
H -1.357 5.138 2.527
H -1.366 6.865 2.292
H -2.914 6.008 2.273
H 0.578 5.271 -3.131
H 0.227 6.683 -2.260
H -1.158 5.722 -2.700
H 1.064 5.874 1.277
C -3.261 0.583 -1.684
O -2.507 0.549 -0.717
N -4.490 0.954 -1.471
N -2.751 0.236 -2.850
H -4.639 0.913 -0.467
H -5.218 1.037 -2.175
H -2.976 0.793 -3.664
H -1.764 0.128 -2.722
C 2.560 -4.185 2.955
O 1.901 -3.787 3.907
N 3.397 -5.191 3.130
N 2.360 -3.705 1.733
H 3.937 -5.596 2.379
H 3.375 -5.542 4.077
H 2.900 -3.975 0.905
H 1.755 -2.918 1.666
C 4.537 3.247 2.003
O 5.755 3.095 1.948
N 3.717 2.410 1.379
N 4.100 4.343 2.683
H 4.212 1.601 1.027
H 2.839 2.191 1.816
H 3.388 4.182 3.386
H 4.956 4.771 3.021
C 4.577 1.811 5.648
O 3.815 1.429 4.717
N 4.165 1.585 6.891
N 5.551 2.650 5.262
H 4.844 1.708 7.618
H 3.541 0.799 7.058
H 6.327 3.066 5.747
H 5.590 2.550 4.248
C 0.502 -0.421 0.715
O 1.518 -1.006 1.150
N 0.599 0.214 -0.412
N -0.634 -0.477 1.390
H -0.112 0.839 -0.732
H 1.578 0.363 -0.557
H -1.504 -0.150 0.984
H -0.572 -0.966 2.284
C 7.292 -2.550 2.879
O 7.875 -2.072 3.857
N 6.008 -2.991 2.988
N 7.963 -2.562 1.732
H 5.490 -2.893 2.117
H 5.687 -2.379 3.741
H 7.584 -2.896 0.832
H 8.967 -2.496 1.875
C 2.997 -1.803 6.637
O 3.243 -1.098 7.633
N 2.608 -3.030 6.867
N 3.205 -1.401 5.448
H 2.363 -3.123 7.836
H 2.164 -3.582 6.134
H 3.285 -0.384 5.335
H 2.796 -1.896 4.669
C 0.749 2.560 3.181
O 1.309 3.649 3.289
N 0.909 1.592 4.098
N -0.089 2.385 2.196
H 1.894 1.699 4.338
H 0.686 0.662 3.756
H -0.621 1.561 2.079
H -0.155 3.205 1.600

[2]
13
Properties=species:S:1:pos:R:3 method="wB97M-V/def2-TZVPD" e_lumo_ev=0.654 relative_energy_kcal_mol=9.2 homo_ev=-8.74 smiles=CSSC.O orbital_gap_ev=9.39
C 0.000 0.000 0.000
S -0.715 -1.302 -1.040
S 0.664 -2.673 -1.065
C 0.574 -3.545 0.533
H 0.132 -0.483 0.983
H -0.674 0.864 0.121
H 0.981 0.365 -0.347
H -0.169 -4.360 0.554
H 0.351 -2.844 1.355
H 1.575 -3.977 0.701
O 0.729 4.229 -0.240
H 0.746 3.656 -1.040
H 1.673 4.314 0.025

[3]
18
Properties=species:S:1:pos:R:3 method="wB97M-V/def2-TZVPD" e_lumo_ev="-0.771 / -1.341" relative_energy_kcal_mol=4.2 homo_ev="-8.38 / -7.76" orbital_gap_ev="7.61 / 6.42"
C 0.514 -0.208 0.792
C -2.061 -0.331 -0.313
C -1.167 0.921 -0.633
C -1.967 -0.589 1.213
C 3.117 -0.111 0.051
N 0.065 0.587 0.015
N 2.451 0.075 -1.167
O 1.924 1.183 -1.342
O 2.278 -0.894 -1.885
F 3.583 -1.318 0.380
S -0.326 -1.366 1.721
Br 3.684 1.256 1.219
H -3.062 0.061 -0.500
H -1.931 -1.183 -1.055
H -0.633 1.128 -1.571
H -1.718 1.759 -0.195
H -2.014 0.324 1.765
H -2.738 -1.296 1.506